## w
DFT (ωB97M-V/def2-TZVPD) results for a gas-phase ion, C5H13N2S (charge -1).

Calculated values
SMILES: CCNC[C@@H](N)C[S-]
HOMO: -2.46 eV
Frontier orbital gap: 5.89 eV
Net charge: -1

Element x y z (Å)
1 C 0.9018 3.4886 -1.3473
2 C 0.1190 2.2142 -1.7482
3 N 1.0503 1.0373 -1.6132
4 C 0.3153 -0.1982 -1.2367
5 C -0.0715 -0.3052 0.2597
6 N -1.5024 -0.1194 0.4126
7 C 0.4314 -1.6744 0.8376
8 S -0.6171 -2.3936 2.1890
9 H 0.6300 3.5704 -0.2946
10 H 0.4847 4.3883 -1.7871
11 H 1.9360 3.2729 -1.5603
12 H -0.8028 1.9788 -1.1962
13 H -0.2337 2.2715 -2.7743
14 H 1.6838 1.3867 -0.9014
15 H -0.5651 -0.2201 -1.8825
16 H 1.0207 -0.9973 -1.5396
17 H 0.4878 0.5103 0.7333
18 H -1.9688 -1.0202 0.3711
19 H -1.7802 0.2278 1.3211
20 H 0.5097 -2.4516 0.0589
21 H 1.4368 -1.5504 1.2217

Atom charges from the Mulliken analysis, given in e for atoms 1 to 2: C -1.238; C -0.220


## x
DFT (ωB97M-V/def2-TZVPD) results for a molecular structure, C5H13N2S.

Calculated values
HOMO: -2.77 eV
Frontier orbital gap: 6.36 eV
Net charge: -1

Element x y z (Å)
1 C -1.6141 1.3754 0.0742
2 C -2.8375 0.5735 -0.3974
3 S -3.0596 -1.0218 0.4248
4 C -0.3640 0.5898 -0.2855
5 N 1.5796 0.8918 -0.3640
6 C 2.4778 0.6099 0.7320
7 C 3.5601 -0.2719 0.0878
8 N 3.0553 -1.5480 -0.4394
9 H -1.6498 1.4773 1.1637
10 H -1.7140 2.4130 -0.2674
11 H -3.6874 1.2440 -0.2581
12 H -2.7385 0.3742 -1.4714
13 H -0.3615 0.3180 -1.3308
14 H -0.4269 -0.2707 0.3763
15 H 0.6643 1.3132 0.0767
16 H 2.0928 0.0928 1.6152
17 H 3.0096 1.5130 1.0714
18 H 3.9763 0.3058 -0.7357
19 H 4.3146 -0.5601 0.8243
20 H 2.5874 -1.9995 0.3400
21 H 2.3307 -1.3350 -1.1161

Atom charges from the Mulliken analysis, given in e for atoms 1 to 2: C -0.447; C -0.807


## y
DFT (ωB97M-V/def2-TZVPD) results for a molecular structure, C5H13N2S.

Calculated values
HOMO: -3.00 eV
Frontier orbital gap: 6.71 eV
Net charge: -1

Element x y z (Å)
1 C -1.8838 -0.6157 1.4456
2 N -1.2705 -1.2874 0.3271
3 C 0.0432 -0.1123 -0.0311
4 C 1.4820 -0.5807 -0.3355
5 S 2.7188 0.6871 0.0564
6 C -0.5751 0.6746 -1.1859
7 N 0.2622 1.6900 -1.8053
8 C -3.2613 -1.2807 1.6620
9 H -1.4697 -0.5376 2.4658
10 H -2.0870 0.4276 1.1425
11 H -0.3030 -1.4105 0.4271
12 H 0.0819 0.4009 0.9319
13 H 1.7043 -1.4738 0.2591
14 H 1.5017 -0.8850 -1.3852
15 H -1.5214 1.1351 -0.8800
16 H -0.7890 -0.0931 -1.9287
17 H 0.5315 1.4296 -2.7474
18 H 1.1002 1.8723 -1.2655
19 H -3.7904 -1.7767 0.8562
20 H -3.0260 -2.1144 2.3441
21 H -3.8700 -0.6307 2.2884

Atom charges from the Mulliken analysis, given in e for atoms 1 to 2: C -0.040; N -0.721


## z
DFT (ωB97M-V/def2-TZVPD) results for a molecular structure, C5H13N2S.

Calculated values
HOMO: -2.99 eV
Frontier orbital gap: 6.61 eV
Net charge: -1

Element x y z (Å)
1 C -2.0405 -0.5475 1.4922
2 N -1.3753 -1.2136 0.3520
3 C 0.1221 -0.2043 -0.0072
4 C 1.5764 -0.5347 -0.4682
5 S 2.7800 0.7841 -0.1450
6 C -0.5163 0.6053 -1.1351
7 N 0.3676 1.6713 -1.7527
8 C -3.3880 -1.3240 1.7060
9 H -1.7366 -0.3936 2.4888
10 H -2.3335 0.4487 1.1383
11 H -0.2018 -1.3256 0.3763
12 H 0.1992 0.2419 0.9648
13 H 1.9183 -1.4458 0.0451
14 H 1.4970 -0.7744 -1.5468
15 H -1.4301 1.0588 -0.8403
16 H -0.7313 -0.1715 -1.9062
17 H 0.6288 1.4560 -2.6758
18 H 1.2260 1.8692 -1.2024
19 H -3.9185 -1.9523 0.9892
20 H -3.0342 -2.0658 2.4312
21 H -4.0306 -0.6635 2.3375

Atom charges from the Mulliken analysis, given in e for atoms 1 to 2: C -0.237; N -0.681


Q: What are the energies relative to the best structure? A: w 0.000; x 3.486; y 2.201; z 3.841, in eV.


## w
DFT (ωB97M-V/def2-TZVPD) results for 2 unconnected molecules or ions with the total composition C2H9N3O.

Calculated values
SMILES: [H]/N=C/N.NCO
HOMO: -9.22 eV
Frontier orbital gap: 10.08 eV
Net charge: 0

Element x y z (Å)
1 H -1.7044 -0.2483 1.9767
2 N -1.3834 0.1835 1.1115
3 C -2.0701 -0.3624 0.1614
4 N -1.9030 0.0531 -1.1253
5 H -2.6448 -1.2534 0.4160
6 H -1.8008 -0.6014 -1.8696
7 H -1.6369 1.0164 -1.2104
8 N 2.1584 -1.0658 -0.0120
9 C 2.1493 0.3962 -0.0309
10 O 0.8266 0.8687 -0.1538
11 H 1.3647 -1.3096 -0.6001
12 H 1.8132 -1.3884 0.8872
13 H 2.7587 0.8414 -0.8270
14 H 2.6330 0.7790 0.8781
15 H 0.2769 0.8947 0.6682

Atom charges from the Mulliken analysis, given in e for atoms 1 to 2: H 0.207; N -0.607


## x
DFT (ωB97M-V/def2-TZVPD) results for 2 unconnected molecules or ions with the total composition C2H9N3O.

Calculated values
SMILES: [H]/N=C(\N)NC.O
HOMO: -9.48 eV
Frontier orbital gap: 10.23 eV
Net charge: 0

Element x y z (Å)
1 H -0.1384 -1.3133 -1.3537
2 N 0.3049 -0.5058 -0.9187
3 C 0.2063 -0.5491 0.3515
4 N -0.5984 -1.4138 1.0676
5 N 0.9296 0.3236 1.1697
6 C 2.1233 0.9627 0.6172
7 H -0.2011 -1.7093 1.9471
8 H -0.9227 -2.1895 0.5102
9 H 0.3338 0.9568 1.6875
10 H 2.8585 1.0529 1.4150
11 H 2.5668 0.3123 -0.1221
12 H 1.8974 1.9033 0.1149
13 O -2.4653 0.8299 -2.0973
14 H -2.6183 1.2149 -1.2200
15 H -1.5708 0.4626 -2.0180

Atom charges from the Mulliken analysis, given in e for atoms 1 to 2: H 0.218; N -0.775


Q: What are the energies relative to the best structure? A: w 0.830; x 0.000, in eV.


## w
DFT (ωB97M-V/def2-TZVPD) results for a molecular structure, C2H9N3O.

Calculated values
HOMO: -8.01 eV
Frontier orbital gap: 8.87 eV
Net charge: 0

Element x y z (Å)
1 C 1.5212 -0.1189 -0.6937
2 N 1.8471 -0.9134 0.4428
3 N -0.2584 -0.6357 -1.2783
4 O -0.6355 -1.5315 -0.6001
5 H 1.4434 -0.5557 1.3000
6 H 1.5591 -1.8800 0.3364
7 H 2.0172 -0.5146 -1.5814
8 H 1.9489 0.8857 -0.6137
9 C -1.6774 0.6242 0.8589
10 N -0.9258 1.1595 -0.2414
11 H -1.4571 1.2416 -1.0991
12 H 0.2453 0.8439 -0.3149
13 H -1.2466 0.9455 1.8102
14 H -1.6585 -0.4860 0.8514
15 H -2.7230 0.9355 0.8227

Atom charges from the Mulliken analysis, given in e for atoms 1 to 2: C -0.656; N -0.471


## x
DFT (ωB97M-V/def2-TZVPD) results for a molecular structure, C2H9N3O.

Calculated values
HOMO (alpha / beta): -7.45 / -7.65 eV
Frontier orbital gap (alpha / beta): 8.17 / 8.41 eV
Net charge: 0

Element x y z (Å)
1 C -0.7535 -0.4136 -0.0766
2 C 1.7605 0.1492 1.3320
3 N 0.0489 -0.0565 -1.0881
4 N 0.9970 -0.8720 0.6466
5 N -1.8694 0.2091 -1.7795
6 O -1.2103 0.5077 0.7921
7 H -2.0331 0.1838 1.1816
8 H 0.3374 0.9152 -0.9535
9 H 1.5696 -1.4171 0.0090
10 H -1.1936 -1.3998 -0.0701
11 H -1.6764 -0.2843 -2.6500
12 H -1.8649 1.2083 -1.9900
13 H 1.0815 0.8177 1.8687
14 H 2.4058 -0.3097 2.0948
15 H 2.4005 0.7619 0.6829

Atom charges from the Mulliken analysis, given in e for atoms 1 to 2: C 0.384; C -0.749


Q: What are the energies relative to the best structure? A: w 0.000; x 0.387, in eV.


## w
DFT (ωB97M-V/def2-TZVPD) results for 2 unconnected molecules or ions with the total composition C2H10NO.

Calculated values
HOMO: -14.70 eV
Frontier orbital gap: 11.10 eV
Net charge: +1

Element x y z (Å)
1 O 0.8892 -0.1656 1.3862
2 C 0.3839 -1.3503 1.9943
3 H 1.5100 0.2548 2.0174
4 H -0.3105 -1.8055 1.2682
5 H -0.1695 -1.1370 2.9243
6 H 1.1834 -2.0761 2.2192
7 C -1.1728 0.7834 -1.5623
8 N 0.3138 0.7865 -1.3886
9 H -1.4412 1.1335 -2.5733
10 H -1.6465 1.4498 -0.8220
11 H -1.5725 -0.2354 -1.4251
12 H 0.7652 0.1594 -2.0847
13 H 0.6955 1.7453 -1.5170
14 H 0.5720 0.4571 -0.4365

Atom charges from the Mulliken analysis, given in e for atoms 1 to 2: O -0.591; C -0.512


## x
DFT (ωB97M-V/def2-TZVPD) results for 2 unconnected molecules or ions with the total composition C2H10NO.

Calculated values
HOMO: -15.70 eV
Frontier orbital gap: 12.40 eV
Net charge: +1

Element x y z (Å)
1 C -0.5874 0.9215 1.2108
2 N 0.3212 -0.1716 0.5801
3 C 1.7380 0.3850 0.6337
4 H -1.5870 0.6143 1.3364
5 H -0.2715 1.2323 2.2525
6 H -0.5109 1.8095 0.5393
7 H -0.0623 -0.4603 -0.3039
8 H 0.3470 -1.0374 1.1284
9 H 2.2455 0.4153 1.5758
10 H 1.7617 1.3934 0.1903
11 H 2.4129 -0.2293 0.0204
12 H -2.1953 -0.9289 -2.4866
13 H -0.8038 -1.7194 -2.5462
14 O -1.3111 -0.9659 -2.1043

Atom charges from the Mulliken analysis, given in e for atoms 1 to 2: C -0.792; N -0.097


Q: What are the energies relative to the best structure? A: w 0.000; x 0.122, in eV.


## w
DFT (ωB97M-V/def2-TZVPD) results for 2 unconnected molecules or ions with the total composition C2H10NO.

Calculated values
HOMO: -16.57 eV
Frontier orbital gap: 13.11 eV
Net charge: +1

Element x y z (Å)
1 O 1.3242 -1.5392 -1.6371
2 H 1.6899 -2.2879 -2.1170
3 H -0.7803 -1.0423 -0.1573
4 H 1.0204 -0.8637 -2.2583
5 C -1.1718 1.3510 0.7149
6 C 0.1527 0.7213 0.4702
7 N 0.0023 -0.7838 0.4880
8 H -2.0811 0.7559 0.5070
9 H -1.2783 1.8500 1.6997
10 H -1.2035 2.2060 0.0316
11 H 0.6708 0.9870 -0.4747
12 H 1.0087 0.9564 1.1891
13 H 0.8571 -1.2269 0.1004
14 H -0.2112 -1.0837 1.4437

Atom charges from the Mulliken analysis, given in e for atoms 1 to 2: O -0.634; H 0.314


## x
DFT (ωB97M-V/def2-TZVPD) results for 2 unconnected molecules or ions with the total composition C2H10NO.

Calculated values
HOMO: -17.33 eV
Frontier orbital gap: 14.04 eV
Net charge: +1

Element x y z (Å)
1 O 1.6413 1.2093 0.3998
2 H 1.8773 2.0596 0.0128
3 H 0.1688 0.8334 0.4977
4 H 2.4574 0.7465 0.6002
5 C -0.6130 0.0638 -1.2849
6 N -0.6884 0.1918 0.2385
7 C -0.4015 -1.1408 0.8638
8 H -0.7462 1.0674 -1.6801
9 H 0.3946 -0.2597 -1.5301
10 H -1.3552 -0.6863 -1.5396
11 H -1.6519 0.4432 0.4408
12 H 0.6445 -1.3505 1.0649
13 H -0.7288 -1.8988 0.1525
14 H -0.9987 -1.2790 1.7636

Atom charges from the Mulliken analysis, given in e for atoms 1 to 2: O -0.605; H 0.321


## y
DFT (ωB97M-V/def2-TZVPD) results for 2 unconnected molecules or ions with the total composition C2H10NO.

Calculated values
HOMO: -15.13 eV
Frontier orbital gap: 11.44 eV
Net charge: +1

Element x y z (Å)
1 C 0.3842 1.8258 -0.6949
2 N 0.7652 1.0935 0.5443
3 H 1.1646 1.7089 1.2533
4 H -0.0427 0.6620 1.0290
5 H 1.3351 0.2845 0.3083
6 H -0.6685 2.0787 -0.7188
7 H 0.5701 1.2009 -1.5668
8 H 1.0037 2.7020 -0.8357
9 C -1.0390 -1.9744 -0.1491
10 O -0.4014 -1.2901 0.9930
11 H 0.3983 -1.8277 1.0959
12 H -0.6962 -3.0057 -0.1333
13 H -0.6584 -1.5532 -1.0702
14 H -2.1150 -1.9052 -0.0550

Atom charges from the Mulliken analysis, given in e for atoms 1 to 2: C -0.794; N -0.277


Q: What are the energies relative to the best structure? A: w 0.000; x 0.090; y 0.662, in eV.


## w
DFT (ωB97M-V/def2-TZVPD) results for a single C3H5NS molecule.

Calculated values
SMILES: S=C1CNC1
HOMO: -8.71 eV
Frontier orbital gap: 8.27 eV
Net charge: 0

Element x y z (Å)
1 S 2.5408 -0.0339 0.0484
2 C 0.9379 -0.0337 -0.1720
3 C -0.0559 1.0487 0.0599
4 N -1.1743 0.0478 0.1439
5 C -0.2295 -1.0754 0.0723
6 H 0.0657 1.7578 0.9828
7 H -0.0440 1.7641 -0.7481
8 H -1.7750 0.0404 -0.6856
9 H -0.1693 -1.8472 -0.7536
10 H -0.0964 -1.6687 1.0519

Atom charges from the Mulliken analysis, given in e for atoms 1 to 2: S -0.272; C 0.203


## x
DFT (ωB97M-V/def2-TZVPD) results for a single C3H5NS molecule.

Calculated values
SMILES: N#CCCS
HOMO: -9.52 eV
Frontier orbital gap: 10.15 eV
Net charge: 0

Element x y z (Å)
1 N 0.1094 1.4326 -2.1137
2 C -0.1774 0.4274 -1.5936
3 C -0.2653 -0.8999 -0.9255
4 C -0.5976 -0.8898 0.5482
5 S 0.4681 0.1218 1.6226
6 H 0.7426 -1.3382 -0.8112
7 H -0.9800 -1.5496 -1.4544
8 H -1.5797 -0.4395 0.7590
9 H -0.4055 -1.7800 0.9645
10 H 0.2090 1.3037 1.2016

Atom charges from the Mulliken analysis, given in e for atoms 1 to 2: N -0.398; C 0.174


Q: What are the energies relative to the best structure? A: w 1.405; x 0.000, in eV.